Arrangement i

Here is a 4-piece molecular cluster, C4H15N2O2 overall from OMol25. Energies are from the ωB97M-V functional and the def2-TZVPD basis.

Geometry (Å):
H1 1.368 -0.157 1.734
C1 0.238 -1.198 -0.397
H2 1.014 2.334 0.054
C2 2.237 -0.366 1.056
H3 1.891 3.588 -0.576
H4 2.576 0.584 0.683
H5 -0.131 -2.033 -1.037
H6 -2.908 -1.409 -1.572
N1 -2.301 -0.643 -1.287
N2 -0.627 -1.108 0.790
H7 -1.259 0.121 0.640
H8 1.570 -2.363 0.676
O1 -2.868 1.694 -0.743
H9 -2.744 -1.089 0.677
H10 -2.634 0.713 -0.980
C3 1.680 -1.468 0.037
H11 2.393 -1.671 -0.757
H12 0.172 -0.272 -1.019
C4 -1.926 -0.711 0.131
H13 -0.202 1.726 0.756
O2 1.855 2.583 -0.587
H14 -2.417 1.940 0.037
H15 3.024 -0.794 1.686

As for the total charge: +1. The calculation puts the frontier orbital gap at 4.3 eV. The HOMO energy is -14.3 eV.

Arrangement ii

Here is a 3-piece molecular cluster, C4H15N2O2 overall from OMol25. Energies are from the ωB97M-V functional and the def2-TZVPD basis.

Geometry (Å):
H1 -0.215 -2.638 -1.121
C1 -1.459 -0.889 -1.298
H2 -2.356 -1.586 -1.786
H3 3.090 -2.435 0.677
H4 1.145 2.158 0.591
C2 -0.290 -1.677 -0.668
H5 2.189 0.277 1.889
N1 -1.080 0.905 0.303
H6 -2.945 0.508 -0.589
H7 0.629 -1.219 -0.891
O1 2.219 -2.270 1.035
H8 -0.471 -1.881 0.361
H9 -0.697 0.483 1.122
N2 0.585 2.403 -0.337
H10 0.720 3.392 -0.724
C3 -0.538 1.760 -0.557
H11 -2.547 -0.717 0.606
H12 -1.149 2.060 -1.438
O2 1.593 0.629 1.279
H13 -1.270 -0.240 -2.189
C4 -2.133 -0.050 -0.219
H14 1.705 -0.072 0.550
H15 1.668 -2.987 1.127

As for the total charge: +1. The calculation puts the frontier orbital gap at 11.3 eV. The HOMO energy is -14.4 eV.

Least stable = arrangement i